No. 1
Formula: C36H92N6O13
Source: OMol25
Level of theory: wB97M-V/def2-TZVPD

The geometry in XYZ format:
```
147
Properties=species:S:1:pos:R:3:lowdin_charge:R:1
C 0.168 6.752 4.919 -0.1292
O 0.648 5.522 4.389 -0.2332
C 0.168 5.370 2.986 -0.1267
C -0.944 4.278 2.862 -0.2260
N -2.074 4.391 3.752 -0.0559
C -2.925 3.193 3.622 -0.1748
C -2.487 2.003 4.515 -0.2080
O -3.352 0.869 4.344 -0.1934
C -2.864 -0.131 3.423 -0.0719
H -0.911 6.621 5.005 0.0757
H 0.269 7.728 4.444 0.0823
H 0.600 6.917 5.906 0.0847
H 1.024 5.080 2.377 0.1111
H -0.324 6.308 2.731 0.1104
H -0.523 3.291 3.050 0.0916
H -1.240 4.382 1.818 0.1196
H -1.595 4.358 4.641 0.0949
H -3.069 2.884 2.587 0.0934
H -3.881 3.517 4.033 0.1119
H -2.444 2.199 5.586 0.1223
H -1.425 1.827 4.345 0.1050
H -3.631 -0.902 3.349 0.0819
H -1.919 -0.398 3.895 0.0792
H -2.651 0.268 2.431 0.0520
C -3.941 1.482 0.104 -0.0824
O -3.277 1.236 -1.160 -0.2075
C -3.899 0.163 -1.908 -0.1614
C -3.302 0.174 -3.370 -0.1353
N -3.932 -0.842 -4.247 -0.0591
C -5.386 -0.928 -4.145 -0.2288
C -6.021 -1.356 -5.457 -0.2326
O -5.265 -0.818 -6.532 -0.1976
C -5.698 -1.246 -7.841 -0.0823
H -4.989 1.722 -0.073 0.0893
H -3.438 2.318 0.592 0.0700
H -3.929 0.644 0.801 0.0666
H -4.975 0.305 -1.807 0.0912
H -3.607 -0.733 -1.361 0.1049
H -2.234 -0.039 -3.413 0.1046
H -3.467 1.082 -3.951 0.1142
H -3.748 -0.808 -5.239 0.0916
H -5.942 -0.014 -3.934 0.1068
H -5.707 -1.577 -3.330 0.1048
H -7.091 -1.152 -5.497 0.1154
H -6.111 -2.441 -5.516 0.1158
H -6.765 -1.053 -7.952 0.0858
H -5.386 -2.240 -8.163 0.0854
H -5.197 -0.668 -8.617 0.0809
C 3.288 4.760 4.456 -0.1429
O 2.682 3.515 4.420 -0.1879
C 2.891 2.692 3.275 -0.1869
C 3.808 1.532 3.749 -0.1762
N 5.177 2.084 3.874 -0.0465
C 6.166 1.143 4.348 -0.2051
C 6.554 0.214 3.195 -0.2329
O 7.593 -0.608 3.670 -0.1861
C 8.110 -1.525 2.728 -0.0987
H 4.353 4.650 4.247 0.0691
H 3.233 5.229 5.439 0.1002
H 2.982 5.393 3.623 0.0804
H 3.306 3.220 2.417 0.1274
H 1.952 2.255 2.934 0.1064
H 3.714 0.805 2.942 0.0823
H 3.363 1.051 4.621 0.1231
H 5.137 2.897 4.473 0.0837
H 5.881 0.501 5.181 0.1206
H 7.069 1.719 4.553 0.1242
H 6.928 0.833 2.380 0.1292
H 5.657 -0.314 2.872 0.0934
H 8.924 -2.106 3.163 0.0951
H 8.366 -1.116 1.750 0.0885
H 7.250 -2.177 2.579 0.0619
C 0.818 -0.549 -1.833 -0.0892
O 0.623 -1.635 -2.729 -0.1873
C 1.847 -2.073 -3.260 -0.2259
C 2.337 -1.221 -4.433 -0.1813
N 1.337 -1.207 -5.526 -0.0511
C 1.676 -0.416 -6.624 -0.2391
C 1.555 1.143 -6.438 -0.2352
O 0.283 1.382 -5.921 -0.1760
C 0.143 2.757 -5.678 -0.1167
H 1.284 0.287 -2.354 0.0919
H 1.272 -0.956 -0.930 0.0699
H -0.128 -0.121 -1.501 0.0702
H 1.708 -3.070 -3.678 0.1239
H 2.535 -2.210 -2.426 0.0988
H 3.237 -1.625 -4.897 0.1209
H 2.581 -0.266 -3.969 0.0993
H 0.464 -0.821 -5.197 0.1002
H 1.090 -0.615 -7.522 0.1125
H 2.697 -0.704 -6.875 0.1128
H 1.649 1.615 -7.417 0.1199
H 2.407 1.401 -5.809 0.1134
H 0.996 3.414 -5.849 0.0868
H -0.081 2.947 -4.628 0.0837
H -0.725 3.082 -6.251 0.0891
C -1.376 -2.331 0.328 -0.1570
O -2.545 -2.630 0.890 -0.2180
C -2.834 -4.033 1.081 -0.1639
C -4.142 -4.060 1.856 -0.2097
N -5.325 -3.773 1.088 -0.0761
C -5.393 -2.587 0.293 -0.1895
C -6.786 -2.211 -0.324 -0.1747
O -6.864 -0.811 -0.546 -0.2244
C -7.919 -0.274 -1.259 -0.1305
H -0.647 -3.095 0.597 0.0852
H -1.096 -1.326 0.643 0.0804
H -1.428 -2.362 -0.760 0.0951
H -2.048 -4.534 1.648 0.1206
H -2.934 -4.486 0.095 0.1328
H -4.040 -3.328 2.657 0.1137
H -4.276 -5.094 2.176 0.1223
H -5.975 -3.683 1.856 0.1096
H -4.588 -2.490 -0.435 0.1050
H -5.221 -1.767 0.989 0.1091
H -7.620 -2.441 0.339 0.1154
H -7.057 -2.745 -1.235 0.1132
H -8.888 -0.385 -0.774 0.0869
H -8.004 -0.775 -2.223 0.0763
H -7.720 0.774 -1.482 0.0915
C 8.078 -2.165 -1.699 -0.1279
O 6.881 -2.226 -1.028 -0.1990
C 6.708 -3.297 -0.104 -0.2003
C 5.474 -2.928 0.692 -0.2265
N 4.237 -3.048 -0.089 -0.0538
C 2.990 -2.744 0.608 -0.1916
C 2.962 -1.599 1.691 -0.2197
O 1.684 -1.176 2.132 -0.2090
C 0.980 -2.177 2.950 -0.0605
H 8.175 -3.080 -2.285 0.0892
H 8.843 -2.280 -0.931 0.0770
H 8.255 -1.232 -2.233 0.0955
H 7.531 -3.329 0.610 0.1043
H 6.571 -4.261 -0.594 0.1301
H 5.586 -1.980 1.218 0.0883
H 5.357 -3.706 1.447 0.1270
H 4.353 -2.240 -0.683 0.0897
H 2.664 -3.724 0.955 0.1118
H 2.364 -2.530 -0.258 0.0844
H 3.465 -0.757 1.215 0.1171
H 3.555 -1.824 2.578 0.1107
H -0.020 -1.849 3.236 0.0709
H 1.584 -2.294 3.849 0.0872
H 0.833 -3.155 2.490 0.0723
O -0.406 1.455 0.782 -0.0378
H -0.005 0.731 1.262 0.0102
H -1.281 1.140 0.557 -0.0040
```

Values from the calculation:
total energy: -2733.03600 Ha
SMILES: COCCNCCOC.COCCNCCOC.COCCNCCOC.COCCNCCOC.COCCNCCOC.COCCNCCOC.O
HOMO energy: -8.10 eV

No. 2
Formula: C36H94N6O14
Source: OMol25
Level of theory: wB97M-V/def2-TZVPD

The geometry in XYZ format:
```
150
Properties=species:S:1:pos:R:3:lowdin_charge:R:1
C -4.889 -3.058 2.801 -0.1536
O -3.528 -2.916 2.682 -0.1982
C -2.890 -3.711 1.621 -0.1777
C -1.472 -3.295 1.485 -0.2412
N -0.679 -3.451 2.728 -0.0116
C 0.418 -2.484 2.877 -0.1522
C 1.641 -2.651 1.910 -0.1655
O 2.676 -3.547 2.424 -0.1190
C 3.797 -3.587 1.575 -0.3584
H -5.406 -2.627 1.943 0.0771
H -5.120 -2.565 3.746 0.0901
H -5.334 -4.032 3.003 0.0838
H -3.392 -3.502 0.676 0.1184
H -2.886 -4.766 1.895 0.1251
H -1.591 -2.265 1.150 0.0494
H -0.970 -3.881 0.715 0.1296
H -1.393 -3.441 3.442 0.0898
H 0.830 -2.621 3.876 0.1187
H 0.097 -1.446 2.791 0.0765
H 1.939 -1.618 1.732 0.0875
H 1.223 -2.924 0.941 0.1108
H 4.476 -4.331 1.991 0.1509
H 4.335 -2.660 1.772 0.0656
H 3.464 -3.971 0.610 0.0669
C -0.889 1.264 3.411 -0.1118
O -0.449 0.382 2.427 -0.1614
C -1.485 -0.196 1.717 -0.2071
C -0.931 -0.492 0.294 -0.1549
N 0.445 -1.093 0.367 -0.0568
C 1.338 -0.689 -0.647 -0.1463
C 2.752 -0.601 -0.045 -0.3128
O 2.849 0.520 0.734 -0.0891
C 3.533 1.599 0.030 -0.0294
H -1.156 0.761 4.340 0.1287
H -1.816 1.765 3.132 0.0458
H -0.061 1.972 3.433 0.0782
H -2.347 0.452 1.562 0.0728
H -1.952 -1.090 2.131 0.1046
H -0.856 0.447 -0.253 0.0873
H -1.619 -1.135 -0.255 0.0543
H 0.687 -0.504 1.152 0.0732
H 1.073 0.289 -1.050 0.1094
H 1.324 -1.508 -1.366 0.0900
H 3.591 -0.704 -0.734 0.1068
H 3.133 -1.475 0.483 0.0109
H 3.966 2.207 0.825 0.0934
H 2.937 2.215 -0.643 0.0583
H 4.362 1.238 -0.578 0.0880
C 4.124 -3.630 -0.767 -0.0752
O 4.706 -3.175 0.408 -0.2329
C 4.531 -1.726 0.612 -0.2557
C 5.922 -1.229 1.059 -0.1012
N 6.883 -1.171 -0.073 -0.0383
C 8.064 -0.449 0.249 -0.2397
C 7.921 1.014 0.613 -0.2619
O 7.696 1.296 1.932 -0.1772
C 8.141 2.533 2.327 -0.1373
H 3.124 -3.233 -0.942 0.1170
H 4.071 -4.718 -0.780 0.1217
H 4.808 -3.336 -1.563 0.1147
H 3.757 -1.636 1.375 0.1137
H 4.192 -1.066 -0.186 0.0292
H 6.284 -1.940 1.802 0.1329
H 5.752 -0.230 1.460 0.1240
H 7.097 -2.129 -0.314 0.1081
H 8.715 -0.390 -0.624 0.1141
H 8.726 -0.885 0.996 0.1238
H 7.100 1.480 0.069 0.1277
H 8.895 1.385 0.294 0.1191
H 7.893 3.338 1.635 0.0897
H 9.217 2.579 2.494 0.0855
H 7.773 2.768 3.326 0.0899
C -1.690 3.246 4.462 -0.1069
O -2.822 2.900 3.677 -0.2723
C -4.032 3.113 4.369 -0.2091
C -5.197 3.295 3.412 -0.1544
N -5.733 1.903 3.128 -0.0609
C -6.931 1.902 2.300 -0.2258
C -7.358 0.510 2.003 -0.2447
O -8.476 0.646 1.108 -0.1925
C -8.796 -0.706 0.596 -0.0766
H -0.813 3.048 3.847 0.0398
H -1.674 2.616 5.352 0.1144
H -1.644 4.320 4.639 0.1120
H -4.132 3.970 5.034 0.1202
H -4.086 2.304 5.098 0.1340
H -4.785 3.700 2.488 0.1084
H -5.952 3.984 3.789 0.1212
H -4.960 1.389 2.730 0.0853
H -6.581 2.346 1.369 0.1187
H -7.766 2.491 2.680 0.1307
H -7.642 -0.043 2.899 0.1276
H -6.541 0.011 1.483 0.1145
H -7.975 -1.203 0.079 0.0783
H -9.709 -0.719 0.000 0.0811
H -9.052 -1.295 1.476 0.0762
C -0.308 -3.289 -8.403 -0.1009
O 0.532 -2.488 -7.570 -0.1894
C 0.136 -1.152 -7.185 -0.1581
C -0.846 -1.267 -6.035 -0.1890
N -0.297 -1.980 -4.855 -0.0649
C -1.467 -2.595 -4.122 -0.1174
C -2.462 -1.664 -3.451 -0.2504
O -1.901 -0.904 -2.472 -0.2225
C -2.822 -0.331 -1.515 -0.0630
H -1.206 -3.706 -7.946 0.0811
H 0.340 -4.076 -8.788 0.0872
H -0.594 -2.833 -9.351 0.0818
H -0.301 -0.537 -7.972 0.1302
H 0.922 -0.653 -6.618 0.1191
H -1.760 -1.800 -6.299 0.1132
H -1.092 -0.316 -5.563 0.0962
H 0.292 -2.731 -5.188 0.1475
H -1.125 -3.108 -3.223 0.1358
H -2.106 -3.209 -4.756 0.1273
H -3.185 -2.333 -2.985 0.1306
H -3.158 -1.108 -4.079 0.1320
H -2.869 -1.004 -0.659 0.0843
H -3.797 -0.131 -1.959 0.1082
H -2.549 0.671 -1.183 0.0744
C 0.036 0.664 -3.956 -0.0812
O -0.300 2.028 -3.667 -0.1386
C -0.695 2.208 -2.343 -0.2243
C 0.284 3.022 -1.410 -0.1324
N 0.266 4.472 -1.827 -0.0482
C 1.383 5.089 -1.318 -0.2886
C 1.385 5.372 0.178 -0.2365
O 1.686 4.213 0.890 -0.2108
C 1.431 4.274 2.334 -0.0392
H -0.711 -0.130 -3.921 0.0501
H 0.871 0.346 -3.332 0.0987
H 0.456 0.665 -4.962 0.0886
H -0.931 1.299 -1.789 0.0551
H -1.654 2.719 -2.423 0.1249
H 1.320 2.743 -1.603 0.0852
H 0.111 2.711 -0.380 0.1140
H 0.239 4.480 -2.836 0.1131
H 1.496 6.081 -1.756 0.1205
H 2.318 4.642 -1.656 0.1197
H 0.413 5.798 0.425 0.1218
H 2.130 6.140 0.388 0.1192
H 2.194 4.870 2.836 0.0862
H 1.452 3.255 2.721 0.0786
H 0.465 4.764 2.453 0.0797
O 0.514 -1.842 -2.928 -0.1272
H -0.290 -1.403 -2.649 -0.0052
H 0.426 -1.924 -3.877 -0.1481
O -3.060 1.857 1.241 -0.0474
H -3.321 2.704 0.880 0.0727
H -3.115 1.973 2.190 0.0007
```

Values from the calculation:
total energy: -2808.64116 Ha
HOMO energy: -6.32 eV

No. 3
Formula: C36H95N3O16
Source: OMol25
Level of theory: wB97M-V/def2-TZVPD

The geometry in XYZ format:
```
150
Properties=species:S:1:pos:R:3:lowdin_charge:R:1
C -25.819 -9.298 8.708 -0.1099
O -24.998 -10.366 8.299 -0.2076
C -25.680 -11.239 7.413 -0.2037
C -24.937 -12.577 7.211 -0.1826
N -24.297 -13.077 8.436 -0.0302
C -25.258 -13.601 9.395 -0.2336
C -24.664 -13.803 10.760 -0.2194
O -24.235 -12.611 11.392 -0.1778
C -25.298 -11.756 11.766 -0.0994
H -26.759 -9.682 9.111 0.0863
H -26.058 -8.641 7.861 0.0801
H -25.280 -8.640 9.385 0.0888
H -25.888 -10.693 6.490 0.1178
H -26.592 -11.501 7.969 0.1076
H -24.191 -12.446 6.428 0.0814
H -25.667 -13.303 6.854 0.1081
H -23.985 -12.207 8.876 0.0956
H -25.594 -14.607 9.097 0.1046
H -26.225 -13.080 9.366 0.1091
H -23.875 -14.558 10.728 0.1346
H -25.359 -14.321 11.441 0.0733
H -25.636 -12.040 12.776 0.0862
H -26.136 -11.852 11.080 0.0776
H -24.928 -10.747 11.939 0.0889
C -26.912 -16.108 11.673 -0.1119
O -26.992 -16.452 10.303 -0.1885
C -26.545 -17.769 10.034 -0.2260
C -26.258 -17.889 8.536 -0.2027
N -27.459 -18.184 7.796 -0.0633
C -27.271 -18.528 6.392 -0.2218
C -28.597 -18.497 5.598 -0.2023
O -28.739 -17.391 4.736 -0.1762
C -28.655 -16.191 5.436 -0.1464
H -26.685 -15.040 11.761 0.0551
H -26.114 -16.580 12.253 0.0974
H -27.903 -16.299 12.104 0.0952
H -27.324 -18.466 10.370 0.1253
H -25.631 -18.098 10.544 0.1178
H -25.524 -18.682 8.389 0.1222
H -25.797 -16.933 8.251 0.1146
H -28.267 -17.583 7.823 0.0977
H -26.842 -19.527 6.227 0.1104
H -26.454 -17.959 5.918 0.1115
H -29.434 -18.656 6.287 0.1275
H -28.576 -19.392 4.974 0.1167
H -29.081 -15.371 4.857 0.0558
H -27.709 -15.815 5.844 0.0933
H -29.308 -16.102 6.322 0.0985
C -29.645 -10.548 2.613 -0.1322
O -30.213 -11.801 2.786 -0.1657
C -29.920 -12.709 1.713 -0.1851
C -29.982 -14.092 2.323 -0.2201
N -31.363 -14.510 2.505 -0.0447
C -31.417 -15.774 3.259 -0.1999
C -32.807 -16.389 3.222 -0.2576
O -33.709 -15.573 3.898 -0.1631
C -35.002 -16.112 3.941 -0.1209
H -29.989 -9.844 3.373 0.1026
H -29.838 -10.126 1.618 0.0414
H -28.548 -10.567 2.729 0.0783
H -28.867 -12.472 1.503 0.0846
H -30.558 -12.573 0.840 0.1354
H -29.484 -14.024 3.301 0.0956
H -29.390 -14.819 1.763 0.1211
H -31.936 -13.834 2.994 0.1134
H -31.141 -15.566 4.297 0.1124
H -30.754 -16.459 2.732 0.1219
H -32.658 -17.388 3.667 0.1235
H -33.079 -16.643 2.189 0.1251
H -35.303 -16.600 3.011 0.0869
H -35.801 -15.419 4.210 0.0847
H -35.065 -16.846 4.758 0.0880
C -21.599 -12.224 5.478 -0.0647
C -20.207 -11.671 5.098 -0.4571
C -19.362 -11.593 6.370 -0.0477
O -19.620 -12.538 4.136 -0.0622
H -22.053 -11.596 6.244 0.0821
H -21.560 -13.271 5.788 0.0916
H -22.225 -12.180 4.585 0.0553
H -20.563 -10.719 4.702 0.1425
H -19.495 -12.551 6.878 0.0827
H -19.723 -10.831 7.061 0.0838
H -18.310 -11.382 6.184 0.0790
H -19.413 -13.411 4.480 0.1149
C -26.810 -11.274 -0.417 -0.0411
C -27.247 -9.910 0.055 -0.4382
C -28.754 -9.684 -0.035 -0.0534
O -26.831 -9.687 1.399 -0.1166
H -25.740 -11.333 -0.621 0.0831
H -27.400 -11.614 -1.273 0.0860
H -27.002 -12.112 0.266 0.0672
H -26.776 -9.144 -0.569 0.1265
H -29.239 -10.370 0.673 0.0019
H -29.258 -10.029 -0.942 0.0936
H -29.056 -8.670 0.219 0.0969
H -26.359 -10.464 1.735 0.0469
C -24.386 -6.786 0.647 -0.0402
C -23.085 -7.420 1.079 -0.4642
C -23.251 -8.658 1.912 -0.0499
O -22.195 -7.733 0.004 -0.0482
H -25.113 -6.704 1.461 0.0122
H -24.895 -7.460 -0.051 0.0937
H -24.272 -5.774 0.262 0.0966
H -22.509 -6.690 1.660 0.1487
H -22.316 -9.076 2.276 0.0877
H -23.823 -9.412 1.347 0.0838
H -23.977 -8.537 2.726 0.0575
H -22.543 -8.504 -0.460 0.0803
C -24.954 -18.405 1.086 -0.0757
C -25.538 -17.007 1.315 -0.4876
C -26.494 -17.029 2.499 -0.0543
O -24.455 -16.133 1.552 -0.0479
H -25.739 -19.073 0.708 0.0810
H -24.629 -18.861 2.025 0.0836
H -24.196 -18.422 0.302 0.0794
H -26.069 -16.845 0.370 0.1369
H -27.187 -16.204 2.278 0.0632
H -25.960 -16.819 3.423 0.0844
H -27.209 -17.845 2.591 0.0796
H -23.655 -16.598 1.796 0.0852
O -19.254 -12.576 1.314 -0.0713
C -20.320 -13.202 0.606 -0.2333
C -21.608 -12.403 0.789 -0.2349
O -21.963 -12.227 2.150 -0.0841
H -19.451 -12.580 2.274 0.0392
H -19.949 -13.125 -0.417 0.1205
H -20.557 -14.243 0.857 0.1159
H -22.460 -12.781 0.223 0.1203
H -21.422 -11.403 0.373 0.1149
H -21.217 -11.800 2.586 0.0522
O -24.691 -7.342 4.166 -0.0513
C -25.660 -7.262 3.123 -0.2560
C -26.916 -8.060 3.448 -0.2133
O -27.121 -8.121 4.862 -0.0783
H -25.231 -7.500 4.953 0.0754
H -26.028 -6.224 3.119 0.1353
H -25.286 -7.408 2.115 0.0099
H -26.803 -9.108 3.132 0.0820
H -27.780 -7.656 2.911 0.1307
H -28.036 -8.392 4.979 0.0851
O -27.089 -12.475 4.543 -0.0473
C -26.812 -13.316 3.432 -0.2233
C -25.373 -13.062 2.996 -0.2011
O -25.164 -11.702 2.608 -0.0795
H -27.261 -11.588 4.209 0.0686
H -26.972 -14.366 3.666 0.0966
H -27.446 -13.083 2.566 0.0875
H -25.111 -13.641 2.108 0.1091
H -24.786 -13.410 3.849 0.1213
H -24.226 -11.480 2.628 0.0687
```

Values from the calculation:
total energy: -2796.31102 Ha
SMILES: COCCNCCOC.COCCNCCOC.COCCNCCOC.CC(C)O.CC(C)O.CC(C)O.CC(C)O.OCCO.OCCO.OCCO
HOMO energy: -8.68 eV

Number 1: E_LUMO 0.65 eV. Number 2: E_LUMO 0.41 eV. Number 3: E_LUMO 0.47 eV.